1.
Below is one molecule with the formula C2H3FO3 at a distorted geometry, with properties calculated with ωB97M-V/def2-TZVPD.

Summary:
- SMILES string: O=C(CF)OO
- Total charge: 0
- Kohn-Sham gap: 12.030 eV
- Total energy: -10979.261 eV
- HOMO: -0.4204 hartree
- Energy above the lowest of the compared OMol25 structures with the same formula, charge and spin: 331.9 kJ/mol

Last column: natural (NBO) charge in e.
Geometry (Å):
C 0.173 -0.328 -0.010  0.744
C -1.222 0.536 -0.038  -0.044
O 0.211 -1.519 0.064  -0.551
O 2.495 -0.041 0.060  -0.406
O 1.174 0.594 -0.009  -0.253
F -2.177 -0.442 0.075  -0.354
H -1.581 1.076 -0.943  0.203
H -1.346 1.114 0.808  0.187
H 2.273 -0.990 -0.007  0.474

=====

2.
Below is one molecule with the formula H2S4 at a distorted geometry, with properties calculated with ωB97M-V/def2-TZVPD.

Summary:
- SMILES string: SSSS
- Total charge: 0
- Kohn-Sham gap: 8.649 eV
- Total energy: -43373.053 eV
- HOMO: -0.3430 hartree
- Energy above the lowest of the compared OMol25 structures with the same formula, charge and spin: 34.1 kJ/mol

Last column: natural (NBO) charge in e.
Geometry (Å):
S -1.853 -0.324 -0.228  -0.119
S 1.670 0.884 0.111  -0.092
S -0.613 -1.708 0.601  -0.028
S 1.376 -1.091 -0.478  -0.041
H -1.491 0.737 0.766  0.157
H 0.911 1.503 -0.772  0.123

=====

3.
Below is a 5-piece molecular cluster, H11NO4 overall at a distorted geometry, with properties calculated with ωB97M-V/def2-TZVPD.

Summary:
- Multiplicity: 2
- Total charge: +1
- Kohn-Sham gap (alpha / beta): 9.093 / 3.061 eV
- Total energy: -9848.322 eV
- HOMO (alpha / beta): -0.5072 / -0.5070 hartree
- Energy above the lowest of the compared OMol25 structures with the same formula, charge and spin: 138.6 kJ/mol

Last column: natural (NBO) charge in e.
Geometry (Å):
N -0.427 -2.194 0.003  -0.339
H -0.427 -1.295 -0.504  0.425
H -0.876 -2.959 -0.508  0.425
H 0.529 -2.348 0.358  0.441
H 0.607 2.057 0.404  0.497
H 1.906 1.352 -0.182  0.470
O 1.492 1.720 0.600  -0.986
H -1.683 2.985 0.794  0.496
H -1.695 1.538 0.409  0.470
O -1.176 2.341 0.302  -0.948
H -3.050 -0.346 -0.378  0.470
H -2.836 -1.450 0.660  0.453
O -3.212 -0.576 0.551  -0.877
H 3.664 0.001 -0.095  0.488
H 3.925 -0.408 -1.559  0.491
O 3.260 -0.417 -0.856  -0.976

=====

4.
Below is one molecule with the formula C19H13ClN2O4 at a distorted geometry, with properties calculated with ωB97M-V/def2-TZVPD.

Summary:
- SMILES string: C[C@H](C(=O)O)c1ccc2c3cc(Cl)ccc3n(C(=O)c3cocn3)c2c1
- Total charge: 0
- Kohn-Sham gap: 8.653 eV
- Total energy: -43606.974 eV
- HOMO: -0.3096 hartree
- Energy above the lowest of the compared OMol25 structures with the same formula, charge and spin: 0.0 kJ/mol

Last column: natural (NBO) charge in e.
Geometry (Å):
O -0.047 2.483 2.887  -0.557
O -3.407 0.207 -2.095  -0.613
Cl 4.896 -2.523 3.979  0.007
N -0.378 2.937 -0.658  -0.437
O -3.900 -1.962 -2.570  -0.659
O -2.438 3.850 -0.310  -0.389
C -0.075 1.975 1.757  0.673
C -3.066 -0.920 -2.410  0.810
C -1.413 3.563 -1.168  0.325
C -1.949 3.374 0.883  0.119
C -0.739 2.768 0.678  -0.057
C 3.280 -0.328 3.985  -0.236
C 1.168 -2.302 -0.322  -0.176
C 2.986 -1.891 2.174  -0.236
C 2.331 0.544 3.386  -0.199
C 0.224 -2.332 -1.335  -0.208
C -0.642 -0.183 -0.587  -0.244
C 3.616 -1.531 3.368  -0.034
C 2.003 -1.043 1.659  0.012
C 1.147 -1.221 0.548  -0.114
C 1.648 0.185 2.218  0.140
C 0.293 -0.137 0.452  0.236
C -0.683 -1.279 -1.486  0.005
N 0.626 0.798 1.487  -0.419
C -1.022 -0.251 -3.669  -0.584
C -1.588 -1.234 -2.679  -0.354
H -4.754 -1.592 -2.317  0.495
H -1.382 3.888 -2.219  0.211
H -2.513 3.330 1.813  0.233
H 3.790 -0.050 4.907  0.233
H 1.943 -3.051 -0.226  0.217
H 3.210 -2.810 1.660  0.225
H 2.030 1.481 3.899  0.248
H 0.214 -3.157 -2.015  0.211
H -1.358 0.626 -0.739  0.240
H -1.530 -0.214 -4.663  0.214
H -1.000 0.764 -3.280  0.221
H -0.003 -0.554 -3.828  0.216
H -1.518 -2.207 -3.165  0.225

=====

5.
Below is C31H32As2CoN5O2SSe5 as an isolated structure at a distorted geometry, with properties calculated with ωB97M-V/def2-TZVPD.

Summary:
- Multiplicity: 4
- Total charge: -1
- Kohn-Sham gap (alpha / beta): 5.367 / 5.817 eV
- Total energy: -541084.948 eV
- HOMO (alpha / beta): -0.1174 / -0.1753 hartree
- Energy above the lowest of the compared OMol25 structures with the same formula, charge and spin: 26.2 kJ/mol

Last column: Mulliken spin population.
Geometry (Å):
Co -0.374 0.932 0.207  1.078
C 1.199 -5.765 5.559  0.000
C 0.602 -4.544 4.911  0.000
C -0.714 -4.169 5.166  0.000
C -1.272 -3.067 4.536  -0.002
C -0.505 -2.330 3.647  0.002
C 0.814 -2.670 3.400  -0.001
C 1.363 -3.772 4.037  0.000
S -1.365 -1.063 2.716  -0.006
O -2.100 -1.834 1.749  0.012
O -2.148 -0.324 3.674  0.007
N -0.211 -0.173 1.993  -0.028
C 0.503 0.658 2.858  -0.035
C 0.588 0.526 4.241  0.015
C 1.376 1.394 5.005  0.001
C 2.096 2.405 4.435  0.001
C 2.016 2.613 3.045  0.002
C 2.657 3.687 2.390  0.008
C 2.473 3.859 1.050  -0.017
C 1.660 2.961 0.347  -0.005
N 1.046 1.948 0.918  -0.049
C 1.211 1.749 2.261  0.029
H 0.451 -6.309 6.134  0.000
H 2.014 -5.485 6.230  0.000
H 1.608 -6.438 4.804  0.000
H -1.315 -4.758 5.849  0.000
H -2.295 -2.763 4.716  0.000
H 1.402 -2.072 2.715  0.000
H 2.392 -4.047 3.838  0.000
H 0.015 -0.235 4.742  -0.002
H 1.409 1.251 6.079  0.001
H 2.693 3.078 5.038  0.000
H 3.276 4.364 2.966  0.000
H 2.928 4.676 0.507  0.003
H 1.539 3.086 -0.724  0.010
Se -1.556 3.509 -1.422  0.375
Se -0.420 5.213 -2.246  0.563
Se 1.452 2.099 -3.132  0.004
Se -0.385 1.454 -2.053  0.004
C 3.782 0.262 0.029  0.004
As 2.211 -0.765 -0.563  -0.005
C 2.997 -1.242 -2.314  0.004
C 2.566 -2.513 0.258  0.016
C 3.785 -2.798 0.868  0.001
C 4.054 -4.055 1.389  -0.001
C 3.092 -5.049 1.305  0.001
C 1.870 -4.773 0.711  0.000
C 1.589 -3.519 0.175  -0.004
As -0.139 -3.095 -0.663  -0.004
C -1.174 -4.657 -0.067  0.004
C 0.294 -3.913 -2.432  0.000
H 3.753 0.435 1.106  0.000
H 3.743 1.225 -0.480  0.001
H 4.718 -0.228 -0.243  0.000
H 3.839 -1.923 -2.177  0.001
H 3.326 -0.323 -2.794  -0.001
H 2.256 -1.708 -2.960  0.000
H 4.539 -2.025 0.956  0.000
H 5.010 -4.256 1.857  0.000
H 3.295 -6.039 1.696  0.000
H 1.126 -5.558 0.655  0.000
H -0.821 -5.584 -0.522  0.000
H -2.210 -4.489 -0.361  -0.003
H -1.150 -4.738 1.020  0.001
H 0.841 -4.850 -2.314  0.000
H 0.876 -3.236 -3.054  0.000
H -0.653 -4.113 -2.938  0.000
Se -3.069 2.639 2.634  0.279
N -4.510 1.752 2.080  0.256
C -4.137 0.971 1.066  -0.071
C -4.913 0.085 0.306  0.251
C -4.283 -0.643 -0.706  -0.046
C -2.932 -0.509 -0.960  0.158
N -2.161 0.352 -0.270  0.066
C -2.750 1.079 0.697  -0.096
N -2.007 1.978 1.335  0.186
H -5.968 -0.030 0.511  0.010
H -4.853 -1.333 -1.315  0.008
H -2.439 -1.070 -1.744  0.013

=====

Q: Which of these has the highest energy above the lowest of the compared OMol25 structures with the same formula, charge and spin?
A: C2H3FO3

=====

Q: energy above the lowest of the compared OMol25 structures with the same formula, charge and spin of number 2 (H2S4)?
A: 34.1 kJ/mol

=====

Q: Which value of total energy does entry 4 give?
A: -43606.974 eV